DFT (ωB97M-V with the def2-TZVPD basis set) results for C21H26N6O in the gas phase at a distorted geometry.

The geometry in ORCA input format:
```
! wB97M-V def2-TZVPD RIJCOSX def2/J DEFGRID3
* xyz 0 1
C -4.568 0.840 -4.547
C -4.166 0.976 -3.129
N -3.910 2.162 -2.555
C -3.595 1.860 -1.309
N -3.275 2.635 -0.291
C -3.001 2.074 0.864
C -2.681 3.023 1.969
C -3.022 0.663 1.065
C -2.656 0.042 2.388
C -1.327 -0.726 2.317
C -0.129 0.195 2.508
O -0.245 1.333 2.926
N 1.088 -0.328 2.239
C 1.401 -1.629 1.697
C 1.966 -1.458 0.282
N 3.147 -0.626 0.339
C 4.129 -0.773 -0.642
C 4.677 0.314 -1.324
C 5.693 0.130 -2.244
C 6.182 -1.135 -2.513
C 5.645 -2.222 -1.842
C 4.638 -2.046 -0.916
C 2.845 0.685 0.873
C 2.260 0.524 2.280
C -3.389 -0.142 0.005
C -3.535 -1.628 0.002
N -3.664 0.472 -1.162
N -4.030 -0.071 -2.325
H -4.706 -0.210 -4.787
H -5.493 1.386 -4.718
H -3.801 1.271 -5.188
H -2.678 4.032 1.569
H -3.430 2.955 2.757
H -1.708 2.793 2.399
H -3.449 -0.644 2.694
H -2.564 0.813 3.150
H -1.295 -1.475 3.113
H -1.249 -1.235 1.358
H 2.168 -2.087 2.332
H 0.529 -2.279 1.687
H 1.193 -0.989 -0.353
H 2.212 -2.430 -0.141
H 4.302 1.311 -1.155
H 6.098 0.988 -2.761
H 6.973 -1.274 -3.235
H 6.022 -3.216 -2.035
H 4.254 -2.904 -0.385
H 2.122 1.229 0.243
H 3.765 1.265 0.945
H 3.008 0.067 2.936
H 1.961 1.492 2.683
H -2.646 -2.095 -0.424
H -3.698 -2.020 1.001
H -4.372 -1.890 -0.642
*
```

Values from the calculation:
Max |F| (eV Å⁻¹): 1.410
E (Ha): -1219.64334
Relative energy (zero: lowest compared OMol25 entry of this formula, charge and spin) (kJ/mol): 0.0
M (g mol⁻¹): 378.48
SMILES string: Cc1nc2nc(C)c(CCC(=O)N3CCN(c4ccccc4)CC3)c(C)n2n1